C21H25FN4OS in the gas phase, computed with the ωB97M-V functional and the def2-TZVPD basis.

Computed properties:
HOMO level: -7.8271 eV
Structure (SMILES): COCCNC(=S)N(CCc1c(C)[nH]c2ccc(F)cc12)Cc1cccnc1
Energy above the lowest of the compared OMol25 structures with the same formula, charge and spin: 0.683 eV
Electronic energy: -1607.55812 Eh
E_LUMO: 0.52 eV
Maximum force: 0.86 eV/Å
Gap between HOMO and LUMO: 0.3066 hartree

The geometry in XYZ format:
```
53
C21H25FN4OS the ωB97M-V functional and the def2-TZVPD basis
C -3.99396 -2.55533 1.60096
O -3.08387 -1.92409 0.73503
C -3.66832 -1.34204 -0.41372
C -4.23454 0.05721 -0.12542
N -3.21247 0.88812 0.47064
C -2.27436 1.50173 -0.29937
S -2.57395 1.79089 -1.90744
N -1.13768 1.92422 0.30706
C -0.93421 1.80702 1.73714
C -0.51158 0.40732 2.22853
C 0.85338 0.00425 1.77630
C 2.05779 0.50517 2.19539
C 2.36584 1.58180 3.17550
N 3.07317 -0.16401 1.55880
C 2.54628 -1.10562 0.72174
C 3.17007 -2.02028 -0.11529
C 2.36888 -2.86417 -0.85211
C 0.98128 -2.78514 -0.73435
F 0.23865 -3.64954 -1.46562
C 0.33630 -1.89511 0.08993
C 1.13756 -1.02857 0.83274
C -0.16911 2.69460 -0.44862
C 1.01065 1.89769 -0.93301
C 2.31083 2.26963 -0.62100
C 3.36840 1.55201 -1.15465
C 3.08015 0.48714 -1.99287
N 1.84754 0.11803 -2.29358
C 0.84539 0.79719 -1.77334
H -4.70106 -1.84548 2.04584
H -4.55891 -3.33432 1.07712
H -3.39914 -3.01136 2.39056
H -4.44770 -1.99232 -0.82830
H -2.85877 -1.24995 -1.14307
H -4.56100 0.51748 -1.05857
H -5.07668 0.00646 0.56875
H -2.90118 0.52966 1.36130
H -0.14881 2.51369 2.01085
H -1.85000 2.11580 2.25828
H -0.54671 0.42841 3.32248
H -1.21090 -0.35568 1.88487
H 3.23063 1.30980 3.77931
H 1.51876 1.74670 3.83614
H 2.59412 2.51994 2.66718
H 4.05303 0.02434 1.68352
H 4.24603 -2.06843 -0.18819
H 2.79345 -3.59154 -1.52480
H -0.73972 -1.88920 0.15674
H -0.69527 3.09566 -1.32421
H 0.17441 3.53308 0.16545
H 2.49493 3.12451 0.01710
H 4.39059 1.82369 -0.93643
H 3.86781 -0.09359 -2.45435
H -0.14304 0.46680 -2.05956
```

***

C21H25N3O2 in the gas phase, computed with the ωB97M-V functional and the def2-TZVPD basis.

Computed properties:
HOMO level: -8.3902 eV
Structure (SMILES): CCOCCCNC(=O)c1ccc2c(c1)ncn2-c1ccc(C)cc1C
Energy above the lowest of the compared OMol25 structures with the same formula, charge and spin: 1.003 eV
Electronic energy: -1130.01630 Eh
E_LUMO: 0.66 eV
Maximum force: 0.88 eV/Å
Gap between HOMO and LUMO: 0.3327 hartree

The geometry in XYZ format:
```
51
C21H25N3O2 the ωB97M-V functional and the def2-TZVPD basis
C -1.16541 -3.43130 1.39248
C -2.57059 -3.95496 1.14339
O -3.15670 -3.19344 0.11200
C -4.48603 -3.56285 -0.18522
C -5.02818 -2.67959 -1.30677
C -5.16605 -1.21623 -0.88377
N -3.87460 -0.60609 -0.68204
C -3.47765 0.48936 -1.37070
O -4.22320 1.11336 -2.10410
C -2.05367 0.88408 -1.15082
C -1.38594 0.60506 0.05212
C -0.07372 0.97465 0.25714
C 0.56786 1.63807 -0.77789
C -0.08962 1.92637 -1.99859
C -1.41405 1.55570 -2.18081
N 0.78199 2.57359 -2.83944
C 1.89180 2.66503 -2.18152
N 1.84717 2.12006 -0.92667
C 2.86639 2.11112 0.04389
C 2.59205 2.63920 1.30102
C 3.56258 2.64998 2.28216
C 4.82828 2.13752 2.02511
C 5.88331 2.12819 3.08820
C 5.08568 1.60892 0.76828
C 4.12693 1.57813 -0.23539
C 4.45793 0.97680 -1.56797
H -0.67757 -4.02874 2.15726
H -0.58585 -3.48059 0.47478
H -1.20274 -2.39588 1.72044
H -2.53919 -5.01613 0.85051
H -3.17937 -3.87601 2.05856
H -4.51531 -4.62037 -0.49261
H -5.11152 -3.45729 0.71624
H -6.00515 -3.06316 -1.60260
H -4.35445 -2.74293 -2.16222
H -5.67514 -0.63685 -1.65897
H -5.75202 -1.15349 0.04206
H -3.19264 -1.19946 -0.23173
H -1.91860 0.11495 0.85347
H 0.43422 0.75719 1.18543
H -1.94107 1.77682 -3.09456
H 2.77491 3.14449 -2.55693
H 1.61300 3.05200 1.49475
H 3.33724 3.06528 3.25325
H 5.73583 2.94747 3.78764
H 6.87577 2.20932 2.65141
H 5.83756 1.19383 3.64880
H 6.06443 1.19955 0.56047
H 5.18966 0.18084 -1.44873
H 3.57201 0.57012 -2.05114
H 4.88942 1.72828 -2.22970
```

***

A molecular structure, C21H25N5O4, computed with the ωB97M-V functional and the def2-TZVPD basis.

Computed properties:
HOMO level: -8.1942 eV
Energy above the lowest of the compared OMol25 structures with the same formula, charge and spin: 26.462 eV
Electronic energy: -1389.12513 Eh
E_LUMO: -0.25 eV
Maximum force: 19.10 eV/Å
Gap between HOMO and LUMO: 0.2919 hartree

The geometry in XYZ format:
```
55
C21H25N5O4 the ωB97M-V functional and the def2-TZVPD basis
C -1.73966 -6.03451 0.77171
C -1.03210 -5.02208 0.00168
O -1.75661 -3.91203 0.13767
C -1.36370 -2.59205 -0.43199
C -0.22280 -2.44510 -1.31107
C 0.22818 -1.10947 -1.61337
C -0.61786 0.10621 -1.35218
C -1.60118 -0.20740 -0.79968
C -2.03506 -1.38478 -0.26901
O -3.37346 -1.34449 0.41416
C -3.58901 -2.29965 1.45052
C -2.77693 -2.32335 2.56588
H -2.05023 -2.72490 2.23460
H -2.82154 -1.38899 3.14396
H -3.36752 -3.05768 3.22170
H -4.83794 -1.87140 1.65739
H -3.97289 -3.26103 0.84800
H -2.34760 0.77418 -0.50663
C 0.01544 1.05917 -1.92083
N -0.68870 2.42117 -1.66879
N 0.12279 3.21324 -2.52626
N 1.19685 2.76235 -2.80825
N 1.14270 1.37135 -2.56698
C -0.09372 4.72965 -2.26636
H 0.44259 4.89821 -3.51285
H -1.14475 4.77741 -2.18411
C 0.65659 5.21646 -1.38758
O 0.51152 5.77715 -0.34257
N 2.05468 4.90833 -1.37475
H 2.22300 4.14995 -2.14849
C 3.05140 4.54101 -0.25005
C 2.75534 3.18025 0.10276
C 3.49972 2.10272 -0.19338
C 3.09409 0.88064 0.02355
C 2.04054 0.60789 0.88898
C 1.43486 1.53548 1.52257
C 1.67766 2.82328 0.89279
H 0.90485 3.81598 1.61042
H 0.47097 1.44678 2.03278
O 1.98907 -0.64886 1.33896
C 0.64430 -1.07503 2.18272
H -0.13327 -0.58330 1.85395
H 0.81980 -2.05812 2.14704
H 0.81992 -0.54275 3.00350
H 3.89648 0.05980 -0.29912
H 4.22129 2.20199 -0.89005
H 3.84379 4.73203 -0.55602
H 2.45438 5.27341 0.46587
H 1.33292 -1.20697 -2.17774
H 0.58075 -3.16440 -1.21498
H -0.75617 -5.19755 -1.08881
H 0.05919 -4.75696 0.43128
H -1.83765 -5.98268 1.71716
H -1.22608 -6.92863 0.69126
H -2.79924 -6.24191 0.30908
```

***

C21H25N7 in the gas phase, computed with the ωB97M-V functional and the def2-TZVPD basis.

Computed properties:
HOMO level: -8.2003 eV
Structure (SMILES): CCN(CC)CCCNc1nc2ccccc2c2nc(-c3ccncc3)nn12
Energy above the lowest of the compared OMol25 structures with the same formula, charge and spin: 0.191 eV
Electronic energy: -1198.55921 Eh
E_LUMO: 0.18 eV
Maximum force: 1.20 eV/Å
Gap between HOMO and LUMO: 0.3080 hartree

The geometry in XYZ format:
```
53
C21H25N7 the ωB97M-V functional and the def2-TZVPD basis
C -3.88566 -3.84979 -0.50943
C -3.01845 -2.70609 -1.03446
N -3.43865 -1.43736 -0.45976
C -4.13948 -0.56038 -1.37414
C -3.26529 0.15050 -2.41533
C -2.44156 -0.77739 0.35421
C -2.28501 -1.47787 1.70750
C -1.46016 -0.64013 2.68717
N -0.11346 -0.40988 2.22347
C 0.22551 0.67926 1.51294
N -0.53916 1.71617 1.39343
C -0.10607 2.80519 0.69419
C -0.96017 3.91026 0.57677
C -0.55884 5.02348 -0.12152
C 0.69935 5.07757 -0.72549
C 1.55784 4.00865 -0.62987
C 1.16613 2.86838 0.07565
C 1.98196 1.71320 0.21961
N 3.18447 1.39885 -0.21485
C 3.38511 0.14361 0.25052
C 4.60523 -0.59842 -0.00226
C 5.63275 -0.02850 -0.75168
C 6.77799 -0.77588 -0.96556
N 6.94960 -2.00138 -0.49753
C 5.97199 -2.53869 0.21369
C 4.78229 -1.88920 0.49326
N 2.36955 -0.34172 0.95186
N 1.47680 0.65598 0.93593
H -3.57627 -4.79340 -0.95267
H -3.80249 -3.92289 0.57109
H -4.92774 -3.67009 -0.75925
H -1.96981 -2.90306 -0.78766
H -3.09334 -2.68105 -2.12764
H -4.89745 -1.16080 -1.88356
H -4.66063 0.19201 -0.77398
H -3.89068 0.73539 -3.08468
H -2.70649 -0.57011 -3.00887
H -2.55855 0.82047 -1.93098
H -1.45991 -0.72664 -0.14895
H -2.77262 0.24705 0.53639
H -1.81442 -2.45381 1.57300
H -3.27733 -1.63679 2.12951
H -1.40555 -1.14433 3.65593
H -1.91655 0.34245 2.81548
H 0.51193 -1.19859 2.13401
H -1.92882 3.85855 1.04803
H -1.22379 5.87058 -0.20576
H 0.99466 5.96260 -1.26833
H 2.53512 4.02092 -1.08683
H 5.51891 0.96864 -1.14488
H 7.60423 -0.37818 -1.54068
H 6.15772 -3.54194 0.57554
H 4.00527 -2.35541 1.07742
```